ORCA calculation (wB97M-V/def2-TZVPD) on an isolated ion of composition C5H11N2 and charge +1 in a non-equilibrium geometry.

Structure (XYZ):
```
18
Properties=species:S:1:pos:R:3:lowdin_charge:R:1
N -2.2875 0.3868 0.3233 0.085
C -0.9381 0.0577 0.0514 -0.296
C -0.3083 -1.4611 -0.7990 0.083
C -0.0202 -1.0565 0.5981 -0.280
C 1.3044 -0.3592 0.8195 -0.130
C 1.3987 0.9278 -0.1831 -0.079
N -0.0653 1.2689 -0.3634 0.110
H -2.9672 0.0076 -0.2878 0.075
H -2.5238 0.1665 1.3767 0.160
H 0.3222 -1.3105 -1.6144 0.071
H -1.1084 -2.1619 -1.0019 0.100
H -0.3190 -1.8292 1.4576 0.201
H 2.2841 -0.9303 0.7085 0.142
H 1.3796 0.0194 1.8847 0.130
H 2.0288 1.6082 0.3620 0.116
H 1.8226 0.5934 -1.2214 0.160
H -0.1619 1.8728 0.4641 0.180
H -0.1925 1.7788 -1.2194 0.174
```

Summary:
HOMO-LUMO gap = 10.490 eV
net charge = +1
maximum force = 4.58 eV/Å
ΔE to the lowest compared entry with this formula, charge and spin = 60.4 kcal/mol


ORCA calculation (wB97M-V/def2-TZVPD) on an isolated ion of composition C5H11N2 and charge +1 in a non-equilibrium geometry.

Structure (XYZ):
```
18
Properties=species:S:1:pos:R:3:lowdin_charge:R:1
C -0.9628 -0.9354 0.3563 -0.094
C 0.4605 0.8259 0.5399 -0.183
C -1.0160 0.4976 0.7758 -0.249
C 1.1448 -0.5569 0.5998 -0.131
C -1.7656 1.0764 -0.4828 -0.070
N -1.4638 -1.9538 -0.0411 0.246
N 2.1895 -0.5915 -0.4904 0.183
H 0.5842 1.1546 -0.4983 0.103
H 0.8645 1.6239 1.1580 0.119
H -1.3989 0.6485 1.7019 0.120
H 1.3900 -1.0984 1.5347 0.122
H -1.4653 0.8126 -1.4891 0.079
H -1.8106 2.2502 -0.4353 0.129
H -2.8711 0.9662 -0.5350 0.091
H -1.1515 -2.7587 -0.5188 0.095
H 2.3880 -1.5953 -0.7360 0.194
H 3.0197 -0.2611 -0.1617 0.116
H 1.8642 -0.1048 -1.2779 0.132
```

Summary:
HOMO-LUMO gap = 8.691 eV
net charge = +1
maximum force = 5.83 eV/Å
ΔE to the lowest compared entry with this formula, charge and spin = 95.1 kcal/mol


ORCA calculation (wB97M-V/def2-TZVPD) on an isolated ion of composition C5H11N2 and charge +1 in a non-equilibrium geometry.

Structure (XYZ):
```
18
Properties=species:S:1:pos:R:3:lowdin_charge:R:1
C -1.4331 0.4640 0.6525 -0.098
C 0.3620 1.6730 -0.6299 0.090
C -1.4001 -0.8851 -0.1309 -0.086
C -0.0362 0.9586 0.5409 -0.382
C 0.8748 -0.3432 0.3668 -0.241
N 2.1996 -0.5013 0.2948 0.091
N 0.0315 -1.2733 -0.3757 0.074
H -1.9602 1.1741 0.1627 0.095
H -1.6844 0.2793 1.6549 0.118
H -0.1335 1.1659 -1.5131 0.104
H 1.0208 2.5096 -0.6442 0.074
H -1.9705 -1.5189 0.5700 0.131
H -1.9346 -1.0515 -1.1672 0.173
H 0.2547 1.3905 1.5139 0.156
H 2.6722 0.2382 0.9110 0.159
H 2.8923 -0.7945 -0.4695 0.159
H 0.1366 -2.3416 -0.3696 0.231
H 0.1080 -1.1436 -1.3674 0.151
```

Summary:
HOMO-LUMO gap (spin up / spin down) = 7.780 / 8.305 eV
net charge = +1
maximum force = 3.88 eV/Å
ΔE to the lowest compared entry with this formula, charge and spin = 106.4 kcal/mol


> Look up the ΔE to the lowest compared entry with this formula, charge and spin of the second one.

95.1 kcal/mol